Below is a molecular structure, C21H39F6IrN5O5P2, with properties calculated with wB97M-V/def2-TZVPD.

```
79
Properties=species:S:1:pos:R:3:mulliken_spin:R:1
Ir 0.2848 -0.4270 1.6766 2.745
O -1.3815 0.2052 3.3647 0.083
C -1.0642 -0.4594 4.5931 0.020
C -0.7475 -1.9216 4.3575 0.012
N 0.3993 -2.1106 3.4488 0.050
C 0.2288 -3.3345 2.6145 0.097
C -1.0081 -3.2080 1.7196 -0.013
O -1.6771 -4.1982 1.4929 0.020
O -1.2442 -2.0150 1.2804 0.178
C 1.6458 -2.0270 4.0956 0.829
C 2.5771 0.2448 4.1635 0.007
O 3.2099 0.1040 5.1229 0.050
O 2.0148 0.6213 3.2112 0.055
H -2.1450 -0.2308 2.9583 -0.006
H -0.2122 0.0796 5.0070 -0.002
H -1.8956 -0.3696 5.2949 -0.001
H -0.5509 -2.4202 5.3126 -0.003
H -1.6171 -2.4052 3.9104 -0.003
H 1.1221 -3.4473 1.9990 -0.016
H 0.1205 -4.2123 3.2533 0.017
H 1.6693 -2.0831 5.1781 -0.009
H 2.5042 -2.3818 3.5362 -0.001
F 2.2791 -1.6386 1.0502 -0.023
P 3.9638 -1.7938 0.9131 0.001
F 3.9366 -0.4924 -0.0369 0.001
F 4.0990 -0.8379 2.2129 -0.003
F 3.7139 -2.7432 -0.3545 0.001
F 5.5403 -1.9365 0.7984 0.000
F 3.8479 -3.0690 1.8995 0.001
N 0.1239 0.5900 0.1733 0.686
P -0.3668 0.9781 -1.3006 0.044
N -1.8998 1.5351 -1.1819 0.019
C -2.7969 1.0269 -0.1268 0.022
C -4.2378 1.1017 -0.6057 0.003
C -4.6558 2.5521 -0.8816 0.000
C -3.4751 3.3769 -1.4249 -0.001
C -2.4758 2.4822 -2.1421 0.009
N 0.5861 2.1740 -1.8842 0.041
C 0.9218 3.2798 -0.9799 0.005
C 2.3807 3.2046 -0.5476 0.001
C 3.2961 3.1682 -1.7684 -0.001
C 2.9092 2.0203 -2.6968 0.000
C 1.4335 2.1030 -3.0748 0.002
N -0.3020 -0.2528 -2.3785 0.035
C -1.5062 -0.9080 -2.9068 0.007
C -1.8313 -2.1980 -2.1689 0.000
C -0.6360 -3.1439 -2.2210 0.004
C 0.6101 -2.4561 -1.6762 0.032
C 0.8837 -1.1363 -2.3835 0.016
H -2.6715 1.6253 0.7837 0.005
H -2.5265 -0.0021 0.1177 -0.018
H -4.8903 0.6432 0.1383 0.000
H -4.3337 0.4977 -1.5121 0.000
H -5.0289 3.0115 0.0358 0.000
H -5.4831 2.5636 -1.5934 0.000
H -2.9534 3.8805 -0.6073 0.000
H -3.8240 4.1547 -2.1050 0.000
H -1.6653 3.0644 -2.5783 0.001
H -2.9738 1.9546 -2.9662 -0.001
H 0.2562 3.2468 -0.1164 -0.008
H 0.7297 4.2217 -1.5090 0.001
H 2.5215 2.2994 0.0509 -0.001
H 2.6167 4.0612 0.0876 0.000
H 4.3374 3.0691 -1.4599 0.000
H 3.2126 4.1175 -2.3111 0.000
H 3.1040 1.0695 -2.1937 0.001
H 3.5146 2.0361 -3.6057 0.000
H 1.1250 1.2527 -3.6784 0.000
H 1.2563 3.0093 -3.6682 0.000
H -1.3120 -1.1297 -3.9628 0.000
H -2.3366 -0.2039 -2.8730 0.001
H -2.7125 -2.6582 -2.6229 0.000
H -2.0733 -1.9806 -1.1246 0.001
H -0.4629 -3.4554 -3.2584 0.000
H -0.8472 -4.0474 -1.6472 0.000
H 1.4909 -3.0926 -1.7687 0.000
H 0.4775 -2.2602 -0.6120 0.030
H 1.1577 -1.3160 -3.4295 -0.001
H 1.7197 -0.6223 -1.9073 -0.018
```

F_max   0.9 eV/A
HOMO level (alpha / beta)   -7.895 / -9.346 eV
⟨S²⟩   8.765
E   -77824.0599 eV
E_LUMO (alpha / beta)   0.0017 / -0.0419 Ha
Molar mass   809.7 g mol⁻¹
HOMO-LUMO gap (alpha / beta)   7.94 / 8.21 eV
ΔE to the lowest compared entry with this formula, charge and spin   0.0000 eV
Spin multiplicity   6